Density functional theory data (ωB97M-V/def2-TZVPD) for CHFN2O in the gas phase in a non-equilibrium geometry.

Properties
SMILES string: O=N/N=C\F
E_HOMO (spin up / spin down) (eV): -8.7676 / -8.7659
Energy (eV): -8793.454
LUMO level (spin up / spin down) (eV): -0.22 / -0.22
Frontier orbital gap (spin up / spin down) (eV): 8.6 / 8.5

Structure (XYZ):
```
6
Properties=species:S:1:pos:R:3:forces:R:3
O 2.44266 -0.55845 0.11878 -0.687 0.470 1.146
N 1.34928 -0.27126 -0.32420 4.104 -0.976 -3.706
N 0.25712 -0.14144 0.09173 -4.933 -0.143 1.866
C -1.00002 0.10491 -0.06560 4.401 1.933 0.593
F -1.30446 1.39293 -0.02516 -0.785 0.774 -0.166
H -1.74458 -0.52668 0.20444 -2.100 -2.058 0.266
```
Positions in Å, forces in eV/Å.


Density functional theory data (ωB97M-V/def2-TZVPD) for 2 unconnected molecules or ions with the total composition CHFN2O2S in a non-equilibrium geometry.

Properties
E_HOMO (spin up / spin down) (eV): -10.1454 / -9.6624
Energy (eV): -21675.723
LUMO level (spin up / spin down) (eV): -5.48 / -1.92
Frontier orbital gap (spin up / spin down) (eV): 4.7 / 7.7

Structure (XYZ):
```
8
Properties=species:S:1:pos:R:3:forces:R:3
C 1.49949 2.23467 -0.16768 -0.077 3.065 0.553
N 1.86879 3.41934 -0.24355 -0.559 -2.629 -0.324
N 1.14450 1.12141 0.18629 0.159 -1.306 0.223
O -0.31081 -2.69007 0.64919 -1.857 0.456 -0.070
O -0.90491 -0.37412 0.12684 -3.011 -2.817 -0.218
F -2.14946 -2.49330 -1.11924 1.222 1.722 2.419
S -1.39843 -1.76898 0.32841 2.572 -0.125 -2.177
H 0.25082 0.55104 0.23974 1.551 1.632 -0.407
```
Positions in Å, forces in eV/Å.


Density functional theory data (ωB97M-V/def2-TZVPD) for a gas-phase ion, CHFNO5S (charge -1) in a non-equilibrium geometry.

Properties
Net charge: -1
SMILES string: O=S(=O)([O-])O/[N+]([O-])=C\F
E_HOMO (eV): -4.9312
Energy (eV): -26330.213
LUMO level (eV): 3.74
Frontier orbital gap (eV): 8.7

Structure (XYZ):
```
10
Properties=species:S:1:pos:R:3:forces:R:3
O -0.44022 -2.96358 0.71187 -2.227 -6.313 -3.591
S -0.28372 -2.01155 1.66168 1.682 1.569 6.106
O -1.41462 -1.41096 2.39784 1.457 -0.595 -1.247
O 0.87890 -2.40274 2.50483 -1.167 2.516 -0.727
O 0.10026 -0.83182 0.46591 0.556 1.914 0.534
N -1.05389 -0.69399 -0.28622 -0.404 -1.475 -2.068
O -1.53599 -1.64956 -0.94400 -0.175 0.128 -0.009
C -1.52288 0.46353 -0.46972 -0.858 1.626 0.221
F -0.91282 1.49511 0.06029 0.534 1.286 0.778
H -2.45879 0.71227 -0.97460 0.604 -0.657 0.002
```
Positions in Å, forces in eV/Å.